Density functional theory data (ωB97M-V with the def2-TZVPD basis set) for a structure of composition C15H23N2O10PS.

## Properties
Orbital gap   0.289 Ha
Electronic energy   -2186.84270 Ha
LUMO energy   -1.637 eV
Highest occupied orbital energy   -9.51 eV

Cartesian coordinates (Å):
C -1.3385 1.1212 3.0373
C -1.8197 -0.2758 2.4463
O -1.0462 -1.3566 3.0039
C -0.3283 -2.0751 2.0056
C 0.6825 -1.1444 1.2052
C 0.3896 -0.9650 -0.2605
C 1.2626 -0.0875 -1.0278
P 0.8106 0.1340 -2.8273
O 0.8210 -1.1269 -3.6057
O -0.7923 0.6689 -2.8101
O 1.6910 1.3729 -3.4902
C 2.4206 0.5624 -0.3545
N 3.3604 1.3972 -0.9476
S 4.4065 1.7746 0.2913
N 3.8097 1.0206 1.6568
C 2.7006 0.3641 1.1252
C 1.7764 -0.5099 1.9140
H -0.2217 1.1839 3.1181
H -1.6543 1.9609 2.3477
H -1.8524 1.2746 4.0255
H -2.8740 -0.4185 2.8365
H -1.8784 -0.2809 1.3251
H 0.3171 -2.8773 2.4720
H -1.0056 -2.6210 1.2834
H -0.4734 -1.4926 -0.7295
H -0.9878 0.9909 -1.9041
H 1.1885 2.1829 -3.2500
H 1.8582 -0.7129 3.0051
C -8.3577 -0.6195 5.0762
O -7.7463 -1.9090 5.0668
C -6.5324 -1.9369 4.5047
O -5.9501 -0.9946 4.0300
O -6.0775 -3.1942 4.5616
C -4.7813 -3.3709 3.9930
H -9.3312 -0.7202 5.5534
H -7.7594 0.0862 5.6538
H -8.5059 -0.2560 4.0585
H -4.0414 -2.7735 4.5276
H -4.7882 -3.1160 2.9322
H -4.5148 -4.4218 4.0936
C 7.0905 3.4926 -6.6812
O 5.7849 3.2098 -6.1819
C 5.5974 1.9296 -5.8286
O 6.4169 1.0499 -5.9018
O 4.3441 1.8029 -5.3823
C 3.9975 0.4798 -4.9664
H 7.1247 4.5516 -6.9331
H 7.8459 3.2923 -5.9201
H 7.2914 2.9144 -7.5841
H 4.6292 0.1591 -4.1362
H 4.0745 -0.2193 -5.8005
H 2.9665 0.4987 -4.6271

Cartesian forces, eV/Å:
-0.4 -0.2 -0.7
-1.0 1.0 1.0
0.3 -0.2 -1.1
1.4 -0.1 -0.6
0.4 0.5 -0.1
2.9 2.0 0.8
-0.9 -0.7 1.3
-1.2 -0.7 -0.8
0.7 1.3 0.8
2.2 0.2 1.2
-2.4 -0.6 1.8
0.5 0.2 0.8
-0.5 -1.3 3.0
-0.8 -0.3 -0.1
-1.9 -0.6 -3.9
-1.0 -0.8 0.5
-1.4 -0.4 -2.7
-1.1 -0.2 0.1
0.2 -0.9 0.7
0.8 -0.1 -0.9
1.0 0.0 -0.6
0.4 -0.1 1.0
-0.9 0.9 0.0
0.5 0.8 0.6
0.9 0.5 0.4
-0.1 -0.1 -0.7
0.6 -0.2 -0.4
0.2 0.4 -1.0
-0.2 0.3 0.0
0.2 -0.1 -0.1
-0.1 -0.1 0.1
-0.1 -0.2 0.1
-0.2 0.2 0.0
0.4 -0.1 -0.1
0.1 -0.2 0.0
0.0 0.0 -0.2
0.2 0.0 0.1
-0.1 0.1 -0.1
0.0 0.1 0.1
-0.3 0.0 0.1
0.3 0.1 -0.1
-0.1 -0.1 0.1
-0.2 0.0 0.1
-0.1 0.2 0.0
0.2 0.2 -0.1
-0.2 -0.6 0.0
-0.2 -0.1 0.1
0.0 -0.1 -0.1
0.0 -0.1 0.2
0.1 0.0 -0.2
0.2 0.1 0.1
0.5 0.1 -0.4